Entry 1:
Entry from OMol25: a cluster of 2 separate species, C5H7IN2 in total (ωB97M-V with the def2-TZVPD basis set).

CARTESIAN COORDINATES (ANGSTROEM)
1 I -0.232 2.951 1.063
2 N 0.604 -0.668 -2.348
3 N 0.331 0.385 -0.409
4 C 1.193 -0.128 -1.350
5 C -0.276 -0.883 2.271
6 C -0.727 -0.503 -2.094
7 C 0.600 1.011 0.760
8 C -0.909 0.157 -0.955
9 H 0.517 -1.428 2.849
10 H 2.221 0.240 -1.518
11 H -1.092 -0.329 2.796
12 H -1.878 0.369 -0.429
13 H -0.466 -1.329 1.291
14 H 1.617 1.042 0.909
15 H -1.501 -0.889 -2.838

Computed properties:
LUMO (spin up / spin down) = 0.221 / -1.667 eV
spin multiplicity = 3
F_max = 0.0674 hartree/bohr
expectation value of S² = 2.0108
HOMO energy (spin up / spin down) = -0.2699 / -0.3462 hartree
total energy = -601.738712 a.u.
Kohn-Sham gap (spin up / spin down) = 0.2780 / 0.2849 Eh
charge = 0
energy above the lowest of the compared OMol25 structures with the same formula, charge and spin = 0.003 eV

Entry 2:
Entry from OMol25: a structure of composition C5H7IN2 (ωB97M-V with the def2-TZVPD basis set).

CARTESIAN COORDINATES (ANGSTROEM)
1 I -2.161 -0.716 0.026
2 N -2.376 1.013 0.710
3 N -0.119 -1.285 0.006
4 C 1.812 -1.933 1.004
5 C -2.331 2.068 -0.316
6 C 0.596 -1.317 1.173
7 C 0.728 -1.736 -1.004
8 C 1.942 -2.190 -0.378
9 H 2.662 -2.926 -0.930
10 H -2.609 2.958 0.275
11 H 2.554 -2.035 1.776
12 H -1.396 2.287 -0.887
13 H -3.211 1.892 -0.914
14 H 0.432 -1.804 -2.123
15 H 0.129 -0.925 2.020

Computed properties:
LUMO (spin up / spin down) = 0.199 / -2.529 eV
spin multiplicity = 3
F_max = 0.0980 hartree/bohr
expectation value of S² = 2.0103
HOMO energy (spin up / spin down) = -0.2501 / -0.2895 hartree
total energy = -601.659241 a.u.
Kohn-Sham gap (spin up / spin down) = 0.2574 / 0.1965 Eh
charge = 0
energy above the lowest of the compared OMol25 structures with the same formula, charge and spin = 2.166 eV

Entry 3:
Entry from OMol25: the molecule C5H7IN2O (ωB97M-V with the def2-TZVPD basis set).

CARTESIAN COORDINATES (ANGSTROEM)
1 I -2.777 0.859 0.062
2 O 0.965 -1.044 -0.353
3 N 0.224 -2.183 -0.125
4 N -2.022 -2.626 0.442
5 C 0.890 1.442 -0.666
6 C -1.014 -1.776 0.086
7 C -1.128 -0.381 -0.032
8 C 1.800 1.963 0.476
9 C 0.281 0.042 -0.314
10 H -2.954 -2.291 0.131
11 H 0.185 2.149 -0.823
12 H -1.851 -3.580 0.438
13 H 1.375 1.458 1.428
14 H 2.829 1.635 0.515
15 H 1.401 1.247 -1.601
16 H 1.796 3.085 0.336

Computed properties:
LUMO = 0.479 eV
F_max = 0.1092 hartree/bohr
HOMO energy = -0.3156 hartree
total energy = -677.091515 a.u.
Kohn-Sham gap = 0.3332 Eh
charge = 0
structure (SMILES) = CCc1onc(N)c1I
energy above the lowest of the compared OMol25 structures with the same formula, charge and spin = 1.782 eV

Entry 4:
Entry from OMol25: the ion C5H7IN5 with charge +1 (ωB97M-V with the def2-TZVPD basis set).

CARTESIAN COORDINATES (ANGSTROEM)
1 I -1.595 0.054 3.579
2 N -0.834 -1.144 -2.428
3 N -0.077 1.041 -1.732
4 N 0.867 1.552 0.405
5 N 0.697 -1.037 2.036
6 N 0.103 -1.280 0.959
7 C -0.636 0.239 -2.708
8 C -0.608 -1.576 -1.285
9 C -0.003 -0.723 -0.150
10 C 0.372 -0.640 3.134
11 C 0.203 0.646 -0.556
12 H -0.862 -2.510 -0.989
13 H -1.696 0.542 -2.712
14 H 0.832 2.464 0.044
15 H 1.770 1.244 0.741
16 H 1.109 -0.840 3.997
17 H 0.055 0.389 -3.618
18 H 0.302 1.578 1.282

Computed properties:
LUMO = -4.606 eV
F_max = 0.0972 hartree/bohr
HOMO energy = -0.4771 hartree
total energy = -765.817457 a.u.
Kohn-Sham gap = 0.3078 Eh
charge = +1
structure (SMILES) = [NH3+]C1=NCN=C/C1=N/N=C\I
energy above the lowest of the compared OMol25 structures with the same formula, charge and spin = 3.241 eV

Entry 5:
Entry from OMol25: the ion C5H7INOS2 with charge +1 (ωB97M-V with the def2-TZVPD basis set).

CARTESIAN COORDINATES (ANGSTROEM)
1 I -3.784 -0.490 0.600
2 S -0.320 2.430 0.083
3 S -2.974 1.421 -0.522
4 O 0.004 -2.453 -1.181
5 N 0.826 0.102 -0.015
6 C 1.111 -0.338 1.325
7 C -0.425 -0.160 -0.620
8 C 1.264 1.475 -0.247
9 C -1.285 1.106 -0.435
10 C -0.755 -1.369 -1.089
11 H 1.952 1.858 0.542
12 H 0.640 -1.358 1.498
13 H 0.929 0.459 2.054
14 H 1.554 1.811 -1.320
15 H -1.801 -1.507 -1.495
16 H 2.263 -0.569 1.575
17 H 0.800 -2.416 -0.752

Computed properties:
LUMO = -5.946 eV
F_max = 0.0853 hartree/bohr
HOMO energy = -0.4745 hartree
total energy = -1418.458469 a.u.
Kohn-Sham gap = 0.2559 Eh
charge = +1
energy above the lowest of the compared OMol25 structures with the same formula, charge and spin = 0.000 eV

Entry 6:
Entry from OMol25: a structure of composition C5H7LaLiO3 (ωB97M-V with the def2-TZVPD basis set).

CARTESIAN COORDINATES (ANGSTROEM)
1 La -0.178 3.121 -1.108
2 O 0.981 0.261 -0.366
3 O -1.103 0.773 -0.690
4 O -0.659 -1.060 0.495
5 C -0.268 -0.057 -0.142
6 C -3.050 0.118 -0.665
7 C 2.020 -0.067 0.521
8 C 3.328 0.513 0.184
9 C -3.418 -0.184 0.521
10 Li -1.063 -2.788 -0.456
11 H -2.030 -0.578 1.089
12 H 1.864 -0.999 1.068
13 H -4.226 -0.798 0.905
14 H 3.877 0.697 1.115
15 H -3.208 -0.248 -1.674
16 H 3.218 1.472 -0.343
17 H 3.914 -0.175 -0.452

Computed properties:
LUMO (spin up / spin down) = -17.844 / -17.743 eV
spin multiplicity = 2
F_max = 0.1140 hartree/bohr
expectation value of S² = 0.7507
HOMO energy (spin up / spin down) = -0.7982 / -0.9228 hartree
total energy = -457.587266 a.u.
Kohn-Sham gap (spin up / spin down) = 0.1424 / 0.2707 Eh
charge = +4
energy above the lowest of the compared OMol25 structures with the same formula, charge and spin = 1.462 eV

Entry 7:
Entry from OMol25: the molecule C5H7N (ωB97M-V with the def2-TZVPD basis set).

CARTESIAN COORDINATES (ANGSTROEM)
1 N -0.330 -1.053 0.039
2 C -1.656 -0.696 0.037
3 C -0.399 1.168 0.056
4 C 1.935 -0.022 -0.133
5 C -1.737 0.668 0.043
6 C 0.452 0.088 0.042
7 H -0.049 -1.961 0.388
8 H 2.460 0.851 0.268
9 H 2.202 -0.120 -1.195
10 H -2.418 -1.457 -0.040
11 H -2.655 1.239 0.025
12 H -0.108 2.213 0.093
13 H 2.304 -0.918 0.377

Computed properties:
LUMO = 1.067 eV
F_max = 0.0113 hartree/bohr
HOMO energy = -0.2941 hartree
total energy = -249.468468 a.u.
Kohn-Sham gap = 0.3333 Eh
charge = 0
structure (SMILES) = Cc1ccc[nH]1
energy above the lowest of the compared OMol25 structures with the same formula, charge and spin = 0.130 eV

Entry 8:
Entry from OMol25: the molecule C5H7N (ωB97M-V with the def2-TZVPD basis set).

CARTESIAN COORDINATES (ANGSTROEM)
1 N 0.280 3.124 -0.737
2 C -1.535 -1.105 0.337
3 C -0.830 -0.309 -0.679
4 C 0.611 2.101 -0.313
5 C 1.066 0.830 0.265
6 C 0.652 -0.425 -0.547
7 H 1.024 -1.303 0.011
8 H -2.504 -0.689 0.631
9 H 1.146 -0.376 -1.522
10 H -0.967 -1.469 1.211
11 H 0.681 0.760 1.287
12 H 2.157 0.855 0.336
13 H -1.779 -1.993 -0.280

Computed properties:
LUMO = -0.225 eV
F_max = 0.0203 hartree/bohr
HOMO energy = -0.3175 hartree
total energy = -249.327730 a.u.
Kohn-Sham gap = 0.3092 Eh
charge = 0
energy above the lowest of the compared OMol25 structures with the same formula, charge and spin = 3.959 eV

Repeat the second record exactly.
Entry from OMol25: a structure of composition C5H7IN2 (ωB97M-V with the def2-TZVPD basis set).

CARTESIAN COORDINATES (ANGSTROEM)
1 I -2.161 -0.716 0.026
2 N -2.376 1.013 0.710
3 N -0.119 -1.285 0.006
4 C 1.812 -1.933 1.004
5 C -2.331 2.068 -0.316
6 C 0.596 -1.317 1.173
7 C 0.728 -1.736 -1.004
8 C 1.942 -2.190 -0.378
9 H 2.662 -2.926 -0.930
10 H -2.609 2.958 0.275
11 H 2.554 -2.035 1.776
12 H -1.396 2.287 -0.887
13 H -3.211 1.892 -0.914
14 H 0.432 -1.804 -2.123
15 H 0.129 -0.925 2.020

Computed properties:
LUMO (spin up / spin down) = 0.199 / -2.529 eV
spin multiplicity = 3
F_max = 0.0980 hartree/bohr
expectation value of S² = 2.0103
HOMO energy (spin up / spin down) = -0.2501 / -0.2895 hartree
total energy = -601.659241 a.u.
Kohn-Sham gap (spin up / spin down) = 0.2574 / 0.1965 Eh
charge = 0
energy above the lowest of the compared OMol25 structures with the same formula, charge and spin = 2.166 eV

Which of these has the highest energy above the lowest of the compared OMol25 structures with the same formula, charge and spin?
number 8

charge of number 3 (C5H7IN2O)?
0

Among the records above, which one has the highest total energy?
number 8